# 1
{
  "formula": "C24H27FN4O4S",
  "method": "ωB97M-V with the def2-TZVPD basis set",
  "symbols": ["C", "C", "C", "C", "C", "N", "C", "C", "O", "N", "C", "C", "N", "C", "C", "C", "C", "F", "C", "C", "C", "C", "S", "O", "O", "C", "C", "C", "N", "O", "C", "C", "C", "C", "H", "H", "H", "H", "H", "H", "H", "H", "H", "H", "H", "H", "H", "H", "H", "H", "H", "H", "H", "H", "H", "H", "H", "H", "H", "H", "H"],
  "positions_angstrom": [[-6.90, -2.25, -0.07], [-5.49, -1.80, -0.29], [-4.41, -2.55, 0.16], [-3.11, -2.13, -0.03], [-2.87, -0.94, -0.71], [-1.58, -0.45, -0.91], [-0.42, -1.27, -1.15], [0.45, -1.35, 0.11], [-0.10, -1.52, 1.19], [1.79, -1.29, 0.00], [2.57, -0.99, -1.18], [3.03, 0.48, -1.13], [3.82, 0.70, 0.07], [5.19, 0.48, 0.06], [5.86, -0.10, 1.14], [7.24, -0.24, 1.13], [7.96, 0.20, 0.04], [9.31, 0.05, 0.02], [7.33, 0.79, -1.04], [5.96, 0.93, -1.02], [3.02, 0.39, 1.24], [2.56, -1.08, 1.22], [-1.24, 1.18, -0.73], [-1.37, 1.83, -2.00], [0.06, 1.26, -0.12], [-2.47, 1.80, 0.38], [-3.33, 2.92, 0.17], [-3.39, 3.83, -0.99], [-4.10, 3.06, 1.21], [-3.79, 2.09, 2.11], [-2.81, 1.33, 1.62], [-2.33, 0.20, 2.45], [-3.94, -0.19, -1.19], [-5.23, -0.62, -0.97], [-7.38, -2.49, -1.02], [-6.93, -3.14, 0.56], [-7.48, -1.47, 0.41], [-4.59, -3.48, 0.69], [-2.29, -2.70, 0.36], [0.11, -0.82, -1.99], [-0.75, -2.28, -1.42], [2.01, -1.19, -2.09], [3.45, -1.64, -1.16], [3.61, 0.71, -2.02], [2.15, 1.13, -1.08], [5.33, -0.46, 2.00], [7.75, -0.70, 1.97], [7.91, 1.14, -1.88], [5.48, 1.43, -1.85], [3.57, 0.62, 2.15], [2.12, 1.01, 1.19], [1.92, -1.30, 2.07], [3.42, -1.76, 1.21], [-2.85, 4.74, -0.76], [-2.93, 3.36, -1.86], [-4.43, 4.10, -1.19], [-3.12, -0.54, 2.55], [-2.09, 0.56, 3.45], [-1.46, -0.27, 2.01], [-3.74, 0.71, -1.75], [-6.06, -0.02, -1.34]],
  "nbo_charge": [-0.626, -0.024, -0.221, -0.188, 0.120, -0.676, -0.309, 0.710, -0.669, -0.433, -0.230, -0.224, -0.455, 0.246, -0.293, -0.247, 0.351, -0.330, -0.255, -0.265, -0.234, -0.246, 2.351, -0.939, -0.956, -0.527, 0.192, -0.664, -0.133, -0.263, 0.432, -0.693, -0.222, -0.201, 0.220, 0.215, 0.221, 0.212, 0.226, 0.218, 0.249, 0.209, 0.205, 0.208, 0.231, 0.212, 0.226, 0.228, 0.213, 0.213, 0.229, 0.250, 0.197, 0.238, 0.256, 0.236, 0.244, 0.241, 0.283, 0.225, 0.214],
  "orbital_gap_ev": 8.2,
  "lumo_ha": 0.02088,
  "homo_ha": -0.2807,
  "largest_force_ev_per_a": 1.4,
  "charge": 0,
  "spin_multiplicity": 1
}

=====

# 2
{
  "formula": "C4H8O",
  "method": "ωB97M-V with the def2-TZVPD basis set",
  "symbols": ["C", "C", "O", "C", "C", "H", "H", "H", "H", "H", "H", "H", "H"],
  "positions_angstrom": [[0.84, 0.67, 1.17], [0.22, -0.10, -0.01], [1.29, -0.50, -0.85], [-0.97, 0.52, -0.66], [-0.98, -0.96, -0.46], [0.22, 0.91, 2.04], [1.14, 1.63, 0.73], [1.78, 0.21, 1.52], [1.39, -1.43, -0.62], [-1.64, 1.05, 0.02], [-0.85, 0.98, -1.64], [-1.71, -1.48, 0.15], [-0.73, -1.50, -1.38]],
  "nbo_charge": [-0.619, 0.222, -0.714, -0.438, -0.436, 0.214, 0.218, 0.215, 0.469, 0.212, 0.220, 0.216, 0.222],
  "orbital_gap_ev": 10.8,
  "lumo_ha": 0.03909,
  "homo_ha": -0.3560,
  "largest_force_ev_per_a": 0.6,
  "charge": 0,
  "spin_multiplicity": 1
}

=====

# 3
{
  "formula": "C33H38As2CoN2SSi",
  "method": "ωB97M-V with the def2-TZVPD basis set",
  "symbols": ["Co", "C", "As", "C", "C", "C", "C", "C", "C", "C", "As", "C", "C", "H", "H", "H", "H", "H", "H", "H", "H", "H", "H", "H", "H", "H", "H", "H", "H", "C", "C", "C", "C", "C", "C", "C", "C", "C", "C", "C", "C", "C", "C", "C", "N", "H", "H", "H", "H", "H", "H", "H", "H", "H", "H", "C", "Si", "C", "C", "C", "C", "C", "C", "N", "C", "S", "H", "H", "H", "H", "H", "H", "H", "H", "H", "H", "H", "H"],
  "positions_angstrom": [[0.23, 0.28, 0.71], [-0.98, 0.02, 4.32], [0.33, 0.76, 3.08], [0.56, 2.50, 3.93], [1.97, -0.11, 3.74], [2.08, -0.58, 5.05], [3.23, -1.22, 5.48], [4.29, -1.40, 4.60], [4.19, -0.93, 3.30], [3.04, -0.28, 2.85], [2.83, 0.39, 1.01], [4.21, -0.66, 0.10], [3.84, 2.05, 1.22], [-0.82, 0.34, 5.34], [-0.96, -1.07, 4.27], [-1.97, 0.35, 3.99], [0.76, 2.37, 4.99], [-0.35, 3.08, 3.80], [1.38, 3.03, 3.46], [1.26, -0.45, 5.74], [3.30, -1.58, 6.49], [5.19, -1.90, 4.92], [5.03, -1.07, 2.62], [5.20, -0.46, 0.49], [4.17, -0.40, -0.95], [3.98, -1.72, 0.20], [4.83, 1.84, 1.62], [3.31, 2.71, 1.90], [3.92, 2.54, 0.25], [0.49, 4.40, -0.79], [0.50, 4.26, -2.24], [0.36, 3.07, -2.83], [0.05, 1.86, -2.04], [0.07, 1.94, -0.46], [0.36, 3.33, 0.00], [0.38, -0.82, -2.21], [0.43, -1.88, -3.17], [0.52, -3.17, -2.77], [0.59, -3.46, -1.39], [0.68, -4.78, -0.88], [0.76, -5.00, 0.46], [0.76, -3.90, 1.35], [0.67, -2.63, 0.88], [0.58, -2.37, -0.50], [0.48, -1.06, -0.93], [0.71, 5.37, -0.37], [0.72, 5.13, -2.85], [0.51, 2.97, -3.90], [0.52, 3.45, 1.07], [0.38, -1.64, -4.22], [0.55, -3.98, -3.50], [0.68, -5.61, -1.58], [0.83, -6.01, 0.85], [0.84, -4.08, 2.42], [0.68, -1.79, 1.58], [-5.34, 1.51, -3.55], [-4.65, 0.20, -2.42], [-5.53, 0.29, -0.79], [-4.93, -1.48, -3.20], [-2.79, 0.53, -2.37], [-2.14, 0.50, -3.63], [-0.81, 0.54, -3.91], [0.28, 0.58, -2.85], [-1.16, 1.87, -1.26], [-2.07, 0.89, -1.16], [-2.32, 0.09, 0.29], [-6.42, 1.38, -3.68], [-4.88, 1.49, -4.55], [-5.17, 2.51, -3.14], [-6.61, 0.21, -0.98], [-5.34, 1.24, -0.29], [-5.23, -0.51, -0.12], [-6.00, -1.63, -3.36], [-4.56, -2.28, -2.55], [-4.43, -1.57, -4.17], [-2.79, 0.39, -4.50], [-0.50, 0.53, -4.95], [1.24, 0.71, -3.36]],
  "nbo_charge": [0.525, -0.956, 0.938, -0.938, -0.364, -0.155, -0.229, -0.206, -0.215, -0.339, 0.955, -0.960, -0.938, 0.214, 0.233, 0.244, 0.220, 0.235, 0.228, 0.200, 0.213, 0.214, 0.209, 0.215, 0.232, 0.235, 0.217, 0.228, 0.234, -0.248, -0.210, -0.208, 0.142, -0.340, -0.166, 0.378, -0.265, -0.135, -0.120, -0.171, -0.211, -0.196, -0.217, 0.229, -0.528, 0.204, 0.207, 0.201, 0.191, 0.223, 0.217, 0.212, 0.218, 0.220, 0.217, -1.111, 1.649, -1.121, -1.114, -0.417, -0.249, -0.114, -0.364, -0.450, 0.120, -0.167, 0.234, 0.231, 0.241, 0.232, 0.247, 0.256, 0.234, 0.243, 0.232, 0.210, 0.202, 0.237],
  "orbital_gap_ev": [6.3, 5.7],
  "lumo_ha": [0.00625, -0.03342],
  "homo_ha": [-0.2260, -0.2425],
  "largest_force_ev_per_a": 0.7,
  "charge": 0,
  "spin_multiplicity": 4
}

=====

# 4
{
  "formula": "C3H11N2S",
  "method": "ωB97M-V with the def2-TZVPD basis set",
  "symbols": ["N", "C", "C", "N", "C", "S", "H", "H", "H", "H", "H", "H", "H", "H", "H", "H", "H"],
  "positions_angstrom": [[-1.87, 0.83, 1.01], [-0.81, -0.16, 1.00], [-0.06, -0.13, -0.38], [0.23, 1.38, -0.58], [1.20, -0.96, -0.30], [1.52, -1.76, -1.89], [-2.13, 1.08, 1.97], [-2.68, 0.47, 0.52], [-0.05, 0.03, 1.76], [-1.12, -1.19, 1.15], [-0.76, -0.38, -1.17], [-0.63, 1.77, -0.94], [0.49, 1.82, 0.30], [0.92, 1.51, -1.32], [1.99, -0.36, 0.14], [1.00, -1.72, 0.46], [2.78, -2.22, -1.71]],
  "nbo_charge": [-0.874, -0.233, -0.043, -0.681, -0.572, -0.005, 0.399, 0.382, 0.202, 0.212, 0.227, 0.455, 0.446, 0.443, 0.233, 0.244, 0.165],
  "orbital_gap_ev": 9.8,
  "lumo_ha": -0.12114,
  "homo_ha": -0.4798,
  "largest_force_ev_per_a": 2.2,
  "charge": 1,
  "spin_multiplicity": 1
}

=====

# 5
{
  "formula": "C3H10N3O",
  "method": "ωB97M-V with the def2-TZVPD basis set",
  "symbols": ["C", "C", "C", "N", "N", "N", "O", "H", "H", "H", "H", "H", "H", "H", "H", "H", "H"],
  "positions_angstrom": [[-0.75, -1.55, 0.00], [1.60, 1.32, -2.39], [0.03, 0.61, 0.70], [0.11, -0.71, 0.80], [0.57, 1.50, 1.49], [-1.96, -1.64, 0.80], [1.29, 0.87, -1.29], [-0.99, -1.06, -1.08], [-0.15, -2.44, -0.19], [1.01, 1.95, -3.05], [2.54, 1.14, -2.98], [-0.63, 0.97, -0.01], [0.97, -1.12, 1.32], [0.91, 1.18, 2.31], [0.27, 2.51, 1.47], [-2.82, -1.12, 0.65], [-2.02, -2.40, 1.46]],
  "nbo_charge": [-0.063, 0.331, 0.453, -0.542, -0.710, -0.890, -0.571, 0.217, 0.226, 0.126, 0.135, 0.211, 0.432, 0.402, 0.443, 0.407, 0.394],
  "orbital_gap_ev": 10.0,
  "lumo_ha": -0.11202,
  "homo_ha": -0.4789,
  "largest_force_ev_per_a": 4.6,
  "charge": 1,
  "spin_multiplicity": 1
}

=====

# 6
{
  "formula": "C4H10O",
  "method": "ωB97M-V with the def2-TZVPD basis set",
  "symbols": ["C", "C", "C", "O", "H", "H", "H", "H", "H", "H", "C", "H", "H", "H", "H"],
  "positions_angstrom": [[1.47, -0.54, 0.17], [0.57, 0.08, 0.93], [0.72, 1.47, 1.47], [-0.62, -0.46, 1.30], [2.40, -0.05, -0.10], [1.31, -1.55, -0.21], [1.56, 1.98, 1.01], [-0.20, 2.03, 1.29], [0.87, 1.44, 2.56], [-0.70, -1.34, 0.90], [-1.47, -0.61, -1.86], [-1.08, 0.13, -1.16], [-0.86, -0.61, -2.76], [-1.45, -1.60, -1.41], [-2.51, -0.36, -2.12]],
  "nbo_charge": [-0.553, 0.339, -0.662, -0.683, 0.212, 0.196, 0.222, 0.226, 0.226, 0.480, -0.849, 0.222, 0.214, 0.197, 0.214],
  "orbital_gap_ev": 9.8,
  "lumo_ha": 0.03344,
  "homo_ha": -0.3272,
  "largest_force_ev_per_a": 0.3,
  "charge": 0,
  "spin_multiplicity": 1
}

=====

# 7
{
  "formula": "C36H43GeN3O7Pb",
  "method": "ωB97M-V with the def2-TZVPD basis set",
  "symbols": ["Pb", "O", "C", "C", "C", "C", "C", "C", "C", "N", "N", "C", "O", "C", "C", "C", "C", "C", "C", "H", "H", "H", "H", "H", "H", "H", "H", "H", "H", "C", "C", "C", "C", "O", "Ge", "O", "C", "C", "C", "C", "O", "C", "C", "C", "C", "H", "H", "H", "H", "H", "H", "H", "H", "H", "H", "H", "H", "H", "H", "H", "H", "H", "H", "H", "H", "H", "H", "H", "H", "H", "H", "H", "O", "C", "O", "C", "C", "C", "C", "C", "C", "C", "C", "C", "N", "H", "H", "H", "H", "H", "H"],
  "positions_angstrom": [[-0.06, -0.60, 0.09], [1.29, 2.46, -0.33], [1.58, 2.93, 0.94], [0.04, 2.72, 2.84], [0.81, 3.07, 4.18], [3.24, 3.66, 3.68], [3.66, 3.05, 2.54], [2.92, 2.71, 1.29], [3.56, 2.03, 0.23], [2.73, 1.80, -0.77], [2.87, 1.39, -2.03], [1.76, 0.80, -2.59], [0.67, 0.44, -2.06], [2.04, 0.52, -4.00], [3.28, 0.02, -4.44], [3.45, -0.29, -5.79], [2.44, -0.06, -6.72], [1.20, 0.44, -6.28], [1.00, 0.71, -4.92], [-1.04, 2.61, 3.10], [0.01, 3.23, 4.94], [3.98, 3.74, 4.50], [4.72, 2.75, 2.53], [4.62, 1.71, 0.19], [4.12, -0.10, -3.74], [4.42, -0.70, -6.10], [2.58, -0.27, -7.78], [0.38, 0.60, -6.99], [0.03, 1.09, -4.56], [-2.27, 1.35, -2.59], [-2.81, -0.07, -2.64], [-4.33, -0.06, -2.78], [-2.12, -0.93, -3.69], [-2.51, -0.64, -1.28], [-2.74, -2.32, -0.54], [-2.24, -1.64, 1.14], [-3.14, -1.07, 2.22], [-4.35, -1.97, 2.35], [-3.51, 0.36, 1.83], [-2.30, -1.12, 3.49], [-0.89, -2.74, -0.80], [-0.24, -4.10, -0.94], [1.15, -3.84, -1.47], [-1.07, -4.89, -1.93], [-0.20, -4.76, 0.44], [-2.55, 1.89, -3.53], [-1.18, 1.38, -2.45], [-2.77, 1.89, -1.75], [-4.64, 0.40, -3.74], [-4.79, 0.54, -1.97], [-4.74, -1.09, -2.76], [-2.29, -0.53, -4.71], [-2.52, -1.97, -3.70], [-1.03, -0.98, -3.52], [-4.98, -1.94, 1.44], [-5.00, -1.61, 3.19], [-4.04, -3.01, 2.56], [-4.09, 0.41, 0.89], [-2.61, 0.99, 1.70], [-4.13, 0.81, 2.64], [-2.00, -2.17, 3.69], [-2.89, -0.76, 4.36], [-1.41, -0.48, 3.43], [1.10, -3.24, -2.41], [1.63, -4.80, -1.76], [1.79, -3.31, -0.74], [-1.14, -4.35, -2.90], [-2.10, -5.11, -1.57], [-0.60, -5.88, -2.13], [0.44, -4.18, 1.14], [0.21, -5.79, 0.35], [-1.23, -4.87, 0.86], [2.69, -2.81, 2.70], [2.08, -1.90, 2.14], [1.74, -1.87, 0.85], [1.71, -0.69, 2.93], [2.27, -0.51, 4.20], [2.08, 0.72, 4.88], [1.26, 1.64, 4.27], [1.85, 4.18, 4.04], [1.40, 5.25, 3.04], [0.72, 4.95, 1.92], [0.38, 3.50, 1.59], [0.65, 1.31, 3.02], [0.87, 0.23, 2.31], [2.87, -1.33, 4.62], [2.54, 0.92, 5.86], [2.00, 4.70, 5.01], [1.77, 6.27, 3.26], [0.41, 5.71, 1.17], [-0.43, 3.47, 0.83]],
  "mulliken_charge": [2.336, -0.423, -0.116, -0.519, -0.055, -1.020, -0.559, 1.246, -0.864, 1.078, -1.424, 0.066, -0.007, 0.280, -0.578, -0.605, -0.476, -0.687, 0.007, 0.592, 0.527, 0.379, 0.332, 0.461, 0.404, 0.386, 0.401, 0.390, 0.334, -1.163, 1.414, -1.800, -1.252, 0.503, -0.227, -0.531, 1.276, -1.797, -0.890, -1.425, -0.090, 1.505, -1.398, -1.714, -1.303, 0.451, -0.063, 0.311, 0.412, 0.327, 0.375, 0.446, 0.376, 0.105, 0.413, 0.413, 0.354, 0.057, -0.015, 0.493, 0.351, 0.456, 0.297, 0.308, 0.430, 0.196, 0.328, 0.369, 0.449, 0.110, 0.444, 0.251, -0.705, -0.305, -0.401, 0.109, -0.458, -1.177, -0.412, -0.180, -0.657, -0.724, 0.382, 0.126, 1.052, 0.588, 0.438, 0.653, 0.391, 0.413, 0.429],
  "orbital_gap_ev": [7.8, 5.3],
  "lumo_ha": [-0.11241, -0.20601],
  "homo_ha": [-0.3991, -0.3996],
  "largest_force_ev_per_a": 3.8,
  "charge": 1,
  "spin_multiplicity": 2
}

=====

# 8
{
  "formula": "C6H10O",
  "method": "ωB97M-V with the def2-TZVPD basis set",
  "symbols": ["C", "C", "C", "C", "C", "C", "O", "H", "H", "H", "H", "H", "H", "H", "H", "H", "H"],
  "positions_angstrom": [[-2.23, 0.26, 0.26], [-0.72, 0.13, 0.24], [-0.14, -1.23, -0.19], [1.35, -1.14, 0.07], [1.93, 0.06, 0.09], [1.23, 1.27, -0.47], [-0.17, 1.11, -0.63], [-2.70, -0.64, 0.68], [-2.60, 0.40, -0.76], [-2.54, 1.13, 0.85], [-0.33, 0.31, 1.26], [-0.39, -1.42, -1.24], [-0.60, -2.03, 0.40], [1.90, -2.04, 0.35], [2.95, 0.21, 0.45], [1.43, 2.19, 0.12], [1.63, 1.42, -1.47]],
  "nbo_charge": [-0.620, 0.107, -0.470, -0.184, -0.228, -0.104, -0.535, 0.210, 0.217, 0.217, 0.162, 0.222, 0.212, 0.208, 0.213, 0.175, 0.198],
  "orbital_gap_ev": 10.3,
  "lumo_ha": 0.04256,
  "homo_ha": -0.3371,
  "largest_force_ev_per_a": 0.4,
  "charge": 0,
  "spin_multiplicity": 1
}